# 1
Here is the molecule C3H4N2O2S from the Open Molecules 2025 dataset. Energies are from the ωB97M-V functional and the def2-TZVPD basis.

The geometry in ORCA input format:
```
! wB97M-V def2-TZVPD RIJCOSX def2/J DEFGRID3
* xyz 0 1
C 2.108 0.372 -0.004
N 0.665 -0.127 -0.251
O 0.351 -1.491 0.067
N -0.993 -1.537 0.216
C -1.494 -0.365 0.009
S -3.138 0.221 -0.001
C -0.452 0.641 -0.103
O -0.517 1.906 0.174
H 2.305 0.024 1.058
H 2.722 -0.044 -0.744
H 2.129 1.509 0.054
H -3.685 -1.110 -0.475
*
```

The energy comes out at -774.76097 a.u. The SMILES is Cn1onc(S)c1=O. The value obtained for the energy above the lowest of the compared OMol25 structures with the same formula, charge and spin is 4.512 eV. For the max |F|, the calculation gives 4.83 eV/A. The calculation puts the frontier orbital gap at 9.57 eV.

Mulliken atomic charge list, values in e, 5 entries:
1. C -0.73
2. N 0.11
3. O -0.11
4. N -0.31
5. C 0.31

=====

# 2
Here is a cluster of 3 separate species, C4H13NO2 in total from the Open Molecules 2025 dataset. Energies are from the ωB97M-V functional and the def2-TZVPD basis.

The geometry in ORCA input format:
```
! wB97M-V def2-TZVPD RIJCOSX def2/J DEFGRID3
* xyz 0 1
C 0.618 -1.253 2.468
C 0.436 -0.796 1.210
N 0.457 -1.485 -0.032
C 1.054 -0.783 -1.233
C 0.570 0.540 -1.783
H 0.444 -0.672 3.309
H 0.928 -2.245 2.636
H 0.157 0.255 1.154
H 0.771 -2.513 -0.065
H 2.175 -0.727 -1.117
H 0.762 -1.458 -2.028
H 0.412 0.407 -2.864
H -0.417 0.922 -1.331
H 1.215 1.339 -1.562
O 0.185 3.295 0.874
H 0.639 3.738 1.569
H -0.352 2.529 1.181
O -3.399 -0.431 -1.144
H -2.888 0.269 -0.781
H -3.768 -0.932 -0.459
*
```

The energy comes out at -365.36707 a.u. The SMILES is C=CNCC.O.O. The value obtained for the energy above the lowest of the compared OMol25 structures with the same formula, charge and spin is 2.052 eV. For the max |F|, the calculation gives 2.99 eV/A. The calculation puts the frontier orbital gap at 8.80 eV.

Mulliken atomic charge list, values in e, 5 entries:
1. C -0.93
2. C 0.34
3. N -0.26
4. C -0.39
5. C -0.86

=====

# 3
Here is the molecule C23H26N6O2S from the Open Molecules 2025 dataset. Energies are from the ωB97M-V functional and the def2-TZVPD basis.

The geometry in ORCA input format:
```
! wB97M-V def2-TZVPD RIJCOSX def2/J DEFGRID3
* xyz 0 1
C -1.982 -4.474 -0.357
N -1.504 -3.410 0.476
C -2.143 -2.265 0.830
C -3.530 -1.889 0.445
N -3.725 -0.482 0.687
C -4.003 0.376 -0.330
O -4.393 -0.006 -1.416
C -3.837 1.816 0.017
C -4.735 2.739 -0.509
C -4.593 4.086 -0.230
C -3.541 4.521 0.559
C -2.628 3.609 1.064
C -2.774 2.259 0.799
N -1.354 -1.514 1.555
N -0.176 -2.138 1.673
C -0.258 -3.260 1.019
S 1.056 -4.390 0.794
C 1.388 -4.040 -0.986
C 0.883 -2.658 -1.370
O -0.161 -2.565 -1.999
N 1.602 -1.590 -0.995
C 2.811 -1.578 -0.201
C 2.619 -0.679 1.036
N 2.240 0.658 0.638
C 3.216 1.591 0.309
C 3.064 2.508 -0.737
C 4.029 3.463 -0.994
C 5.178 3.537 -0.229
C 5.338 2.646 0.819
C 4.375 1.695 1.088
C 0.995 0.596 -0.094
C 1.139 -0.261 -1.358
H -3.036 -4.655 -0.152
H -1.854 -4.199 -1.407
H -1.408 -5.376 -0.142
H -3.697 -2.063 -0.625
H -4.255 -2.486 1.017
H -3.307 -0.128 1.534
H -5.540 2.382 -1.134
H -5.299 4.797 -0.632
H -3.426 5.574 0.774
H -1.798 3.950 1.665
H -2.043 1.558 1.179
H 2.458 -4.167 -1.135
H 0.847 -4.775 -1.583
H 3.627 -1.173 -0.815
H 3.075 -2.580 0.128
H 1.816 -1.094 1.654
H 3.542 -0.673 1.610
H 2.190 2.487 -1.369
H 3.880 4.152 -1.814
H 5.933 4.279 -0.439
H 6.220 2.695 1.441
H 4.520 1.038 1.932
H 0.255 0.134 0.567
H 0.646 1.597 -0.347
H 1.873 0.189 -2.036
H 0.184 -0.365 -1.874
*
```

The energy comes out at -1769.28732 a.u. The SMILES is Cn1c(CNC(=O)c2ccccc2)nnc1SCC(=O)N1CCN(c2ccccc2)CC1. The value obtained for the energy above the lowest of the compared OMol25 structures with the same formula, charge and spin is 0.050 eV. For the max |F|, the calculation gives 1.01 eV/A. The calculation puts the frontier orbital gap at 7.99 eV.

Mulliken atomic charge list, values in e, 5 entries:
1. C -1.09
2. N 0.13
3. C 0.93
4. C -1.00
5. N -0.22

=====

# 4
Here is a structure of composition C5H13NO3 from the Open Molecules 2025 dataset. Energies are from the ωB97M-V functional and the def2-TZVPD basis.

The geometry in ORCA input format:
```
! wB97M-V def2-TZVPD RIJCOSX def2/J DEFGRID3
* xyz 0 1
C 0.068 0.532 -0.240
C 0.132 -0.620 0.595
C -1.837 -0.676 1.074
C 2.152 0.275 -0.452
C -0.059 1.901 0.374
N -0.533 0.349 -1.500
O 0.270 -1.870 -0.007
O -2.473 -1.309 -0.032
O 2.933 -0.793 0.032
H 0.171 -1.741 -0.968
H -2.082 -2.194 -0.095
H 2.428 -1.611 -0.094
H 0.618 -0.547 1.558
H -0.668 1.212 -2.013
H -1.417 -0.163 -1.454
H -1.884 -1.308 1.964
H -2.337 0.272 1.264
H 2.561 1.193 -0.031
H 2.225 0.327 -1.545
H -1.108 2.194 0.474
H 0.412 1.930 1.357
H 0.428 2.646 -0.262
*
```

The energy comes out at -478.63962 a.u. The value obtained for the energy above the lowest of the compared OMol25 structures with the same formula, charge and spin is 4.784 eV. For the max |F|, the calculation gives 6.25 eV/A. The calculation puts the frontier orbital gap at 7.87 eV.

Mulliken atomic charge list, values in e, 5 entries:
1. C 1.39
2. C -0.88
3. C -0.50
4. C -0.56
5. C -1.77

=====

# 5
Here is a cluster of 4 separate species, C16H26F6O10 in total from the Open Molecules 2025 dataset. Energies are from the ωB97M-V functional and the def2-TZVPD basis.

The geometry in ORCA input format:
```
! wB97M-V def2-TZVPD RIJCOSX def2/J DEFGRID3
* xyz 0 1
C 1.955 0.225 -1.631
C 2.160 0.640 -0.180
O 1.885 -0.504 0.645
C 2.405 -0.537 1.850
O 3.247 0.177 2.304
C 1.759 -1.660 2.696
F 0.794 -1.116 3.457
F 1.198 -2.621 1.951
F 2.661 -2.218 3.499
H 2.423 -0.743 -1.813
H 2.286 0.988 -2.330
H 0.887 0.097 -1.825
H 1.467 1.447 0.056
H 3.179 0.987 -0.018
C -2.693 -1.965 -0.602
C -1.303 -1.458 -0.345
O -1.351 -0.431 0.677
C -1.447 0.827 0.327
O -1.441 1.288 -0.774
C -1.453 1.775 1.553
F -1.559 1.137 2.716
F -0.310 2.475 1.564
F -2.464 2.636 1.450
H -2.700 -2.797 -1.307
H -3.342 -1.180 -0.994
H -3.171 -2.349 0.304
H -0.900 -1.056 -1.270
H -0.684 -2.217 0.120
C 0.008 0.294 -5.030
C 0.504 1.041 -6.247
O -0.192 0.476 -7.396
C 0.481 0.461 -8.534
O 1.589 0.903 -8.711
O -0.242 -0.205 -9.432
C 0.373 -0.324 -10.714
H -0.925 0.743 -4.695
H 0.688 0.483 -4.191
H 0.035 -0.772 -5.223
H 1.567 0.929 -6.441
H 0.250 2.099 -6.202
H 1.375 -0.739 -10.608
H 0.452 0.652 -11.190
H -0.265 -0.989 -11.282
C 2.133 0.278 6.582
C 0.817 -0.483 6.761
O -0.161 0.357 7.362
C -1.425 0.198 6.944
O -1.789 -0.440 5.999
O -2.219 0.907 7.755
C -3.592 0.813 7.446
H 2.964 -0.397 6.803
H 2.191 1.133 7.252
H 2.304 0.606 5.556
H 0.988 -1.336 7.422
H 0.505 -0.884 5.803
H -3.815 1.229 6.465
H -4.150 1.342 8.213
H -3.938 -0.225 7.456
*
```

The energy comes out at -1976.90955 a.u. The SMILES is CCOC(=O)C(F)(F)F.CCOC(=O)C(F)(F)F.CCOC(=O)OC.CCOC(=O)OC. The value obtained for the energy above the lowest of the compared OMol25 structures with the same formula, charge and spin is 0.000 eV. For the max |F|, the calculation gives 1.27 eV/A. The calculation puts the frontier orbital gap at 11.36 eV.

Mulliken atomic charge list, values in e, 5 entries:
1. C -0.71
2. C -0.42
3. O -0.13
4. C 0.31
5. O -0.54

=====

# 6
Here is a structure of composition C22H50Br3N8O10Y from the Open Molecules 2025 dataset. Energies are from the ωB97M-V functional and the def2-TZVPD basis.

The geometry in ORCA input format:
```
! wB97M-V def2-TZVPD RIJCOSX def2/J DEFGRID3
* xyz 2 1
Y -1.347 0.120 -3.416
N -0.576 -0.587 0.012
O -0.891 -0.065 -1.110
O 0.503 -0.260 0.492
O -1.368 -1.398 0.476
C 2.502 1.143 2.381
C 3.635 0.557 1.611
O 4.368 1.261 0.907
N 3.919 -0.757 1.756
C 5.081 -1.414 1.176
H 2.840 1.699 3.260
H 1.875 0.348 2.796
H 1.931 1.902 1.846
H 3.320 -1.278 2.387
H 4.762 -2.391 0.810
H 5.767 -1.575 2.008
H 5.594 -0.919 0.361
C 2.002 2.992 -5.077
C 1.502 2.255 -3.849
O 0.529 1.477 -3.828
N 2.241 2.481 -2.765
C 1.982 1.877 -1.475
H 3.081 3.119 -5.160
H 1.617 4.018 -5.058
H 1.668 2.623 -6.046
H 2.973 3.157 -2.922
H 2.838 1.928 -0.802
H 1.708 0.830 -1.574
H 1.143 2.398 -1.008
C -4.658 -0.699 -0.617
C -4.452 0.260 -1.770
O -3.422 0.160 -2.480
N -5.354 1.193 -1.997
C -5.278 2.199 -3.073
H -3.724 -1.214 -0.397
H -5.308 -1.537 -0.888
H -5.107 -0.214 0.247
H -6.165 1.280 -1.406
H -5.875 1.826 -3.906
H -4.260 2.473 -3.320
H -5.864 3.047 -2.722
C 2.942 -1.287 -4.248
C 1.992 -1.435 -3.089
O 0.777 -1.143 -3.216
N 2.399 -1.916 -1.924
C 3.736 -2.411 -1.509
H 2.497 -1.778 -5.111
H 3.856 -1.844 -4.055
H 3.115 -0.227 -4.423
H 1.716 -1.967 -1.180
H 4.460 -1.793 -2.032
H 3.806 -3.484 -1.658
H 3.801 -2.177 -0.448
C 3.255 -4.331 4.657
C 2.651 -3.465 3.560
O 3.231 -2.495 3.080
N 1.420 -3.839 3.129
C 0.846 -3.181 1.964
H 2.476 -4.478 5.402
H 4.143 -3.820 5.015
H 3.584 -5.268 4.207
H 1.041 -4.739 3.369
H 1.070 -3.803 1.087
H 1.252 -2.215 1.687
H -0.233 -3.109 2.061
C -1.514 -1.746 4.209
C -2.782 -2.512 3.971
O -3.465 -2.945 4.882
N -3.135 -2.674 2.676
C -4.274 -3.442 2.228
H -1.164 -1.109 3.392
H -0.712 -2.460 4.404
H -1.610 -1.056 5.044
H -2.660 -2.166 1.950
H -4.228 -4.514 2.438
H -4.398 -3.319 1.156
H -5.118 -3.111 2.844
C -0.758 4.554 -2.057
C -1.770 3.516 -1.644
O -1.736 2.386 -2.182
N -2.799 3.808 -0.851
C -3.151 5.186 -0.442
H 0.223 4.088 -2.105
H -0.676 5.455 -1.453
H -1.097 4.888 -3.041
H -3.423 3.077 -0.556
H -3.329 5.764 -1.347
H -2.404 5.642 0.202
H -4.096 5.133 0.093
C -1.021 1.790 2.773
Br -0.322 3.448 2.032
Br -2.714 1.268 1.970
Br -1.179 1.851 4.767
H -0.253 1.093 2.459
*
```

The energy comes out at -9818.68297 a.u. The value obtained for the energy above the lowest of the compared OMol25 structures with the same formula, charge and spin is 0.000 eV. For the max |F|, the calculation gives 5.59 eV/A. The calculation puts the frontier orbital gap at 5.38 eV.

Mulliken atomic charge list, values in e, 5 entries:
1. Y 1.97
2. N 0.08
3. O -0.14
4. O 0.28
5. O -0.70

=====

# 7
Here is the molecule C19H29NO6S from the Open Molecules 2025 dataset. Energies are from the ωB97M-V functional and the def2-TZVPD basis.

The geometry in ORCA input format:
```
! wB97M-V def2-TZVPD RIJCOSX def2/J DEFGRID3
* xyz 0 1
C -0.110 5.048 -1.333
O -0.293 3.894 -0.546
C 0.464 2.787 -0.810
C 1.347 2.706 -1.874
C 2.087 1.550 -2.146
C 3.007 1.456 -3.257
C 3.329 2.417 -4.135
C 4.288 2.153 -5.211
O 4.849 1.107 -5.425
O 4.490 3.244 -5.975
C 1.921 0.452 -1.302
C 1.054 0.527 -0.236
S 0.987 -0.862 0.927
O 1.757 -1.908 0.316
O 1.413 -0.382 2.207
N -0.586 -1.378 1.020
C -1.230 -1.467 -0.267
C -1.805 -2.851 -0.631
C -0.857 -3.962 -0.192
C -3.213 -3.060 -0.077
C -1.331 -1.057 2.214
C -1.457 -2.248 3.177
C -0.075 -2.754 3.577
C -2.259 -1.823 4.405
C 0.313 1.670 0.046
O -0.527 1.565 1.099
C -0.969 2.715 1.797
H -0.386 4.871 -2.377
H 0.921 5.411 -1.280
H -0.777 5.795 -0.907
H 1.463 3.553 -2.527
H 3.491 0.495 -3.383
H 2.927 3.417 -4.115
H 5.129 3.041 -6.675
H 2.468 -0.465 -1.448
H -2.017 -0.705 -0.352
H -0.453 -1.229 -0.999
H -1.877 -2.868 -1.725
H 0.165 -3.714 -0.469
H -1.136 -4.905 -0.655
H -0.887 -4.082 0.887
H -3.891 -2.298 -0.456
H -3.590 -4.034 -0.379
H -3.217 -3.014 1.008
H -0.787 -0.264 2.731
H -2.321 -0.683 1.936
H -1.993 -3.060 2.676
H -0.160 -3.629 4.218
H 0.502 -3.015 2.694
H 0.471 -1.978 4.108
H -3.251 -1.477 4.121
H -1.748 -1.018 4.927
H -2.372 -2.659 5.091
H -1.716 3.270 1.226
H -0.136 3.374 2.045
H -1.416 2.334 2.715
*
```

The energy comes out at -1645.74150 a.u. The SMILES is COc1cc(/C=C/C(=O)O)cc(S(=O)(=O)N(CC(C)C)CC(C)C)c1OC. For the max |F|, the calculation gives 1.16 eV/A. The calculation puts the frontier orbital gap at 8.24 eV.

Mulliken atomic charge list, values in e, 5 entries:
1. C -0.98
2. O -0.43
3. C 0.85
4. C -0.30
5. C 0.39

=====

# 8
Here is a structure of composition C32H25Cl5N5O4S2Y from the Open Molecules 2025 dataset. Energies are from the ωB97M-V functional and the def2-TZVPD basis.

The geometry in ORCA input format:
```
! wB97M-V def2-TZVPD RIJCOSX def2/J DEFGRID3
* xyz -2 1
Y 0.071 -0.671 0.239
C 0.667 4.117 0.318
C -0.635 4.571 0.240
C -1.612 3.708 -0.219
C -1.261 2.412 -0.576
N -0.025 1.956 -0.443
C 0.912 2.799 -0.014
C -2.257 1.460 -1.143
C -3.406 1.927 -1.762
C -4.278 1.019 -2.329
C -3.976 -0.322 -2.266
C -2.801 -0.720 -1.638
N -1.964 0.165 -1.074
C -2.510 -2.169 -1.474
C -3.049 -3.130 -2.313
C -2.867 -4.464 -1.982
C -2.164 -4.782 -0.838
C -1.597 -3.749 -0.104
N -1.776 -2.475 -0.410
H 1.467 4.748 0.682
H -0.889 5.575 0.556
H -2.647 4.019 -0.260
H 1.909 2.387 0.077
H -3.600 2.989 -1.816
H -5.188 1.352 -2.812
H -4.652 -1.062 -2.666
H -3.554 -2.845 -3.228
H -3.261 -5.245 -2.622
H -2.003 -5.811 -0.544
H -0.989 -3.926 0.777
Cl 4.595 3.237 5.460
C 3.288 2.638 4.485
C 3.429 1.462 3.739
Cl 4.939 0.608 3.776
C 2.393 0.975 2.973
Cl 2.550 -0.488 2.080
C 1.121 1.638 2.865
O 0.194 1.227 2.136
C 1.016 2.827 3.665
Cl -0.513 3.640 3.633
C 2.062 3.305 4.440
Cl 1.856 4.758 5.370
C 4.610 1.791 -2.681
C 4.136 0.335 -2.611
C 5.289 -0.595 -2.209
C 3.539 -0.111 -3.953
C 3.077 0.260 -1.586
N 2.251 0.220 -0.796
H 5.382 1.876 -3.450
H 5.028 2.117 -1.726
H 3.784 2.455 -2.943
H 6.027 -0.616 -3.015
H 4.903 -1.600 -2.040
H 5.770 -0.241 -1.294
H 4.342 -0.179 -4.693
H 2.788 0.602 -4.298
H 3.051 -1.081 -3.844
O 2.712 -2.700 -2.252
S 1.331 -2.755 -1.759
O 0.710 -4.055 -1.945
O 1.305 -2.363 -0.298
S 0.271 -1.331 -2.733
N -0.659 -1.486 2.016
C -1.892 -1.630 2.452
C -2.307 -2.690 3.363
C -3.613 -2.863 3.777
C -4.649 -2.008 3.366
C -4.299 -0.942 2.527
C -3.000 -0.746 2.096
H -1.532 -3.375 3.697
H -3.848 -3.687 4.450
H -5.671 -2.152 3.702
H -5.071 -0.239 2.210
H -2.762 0.124 1.490
*
```

The energy comes out at -4945.05771 a.u. For the max |F|, the calculation gives 1.24 eV/A. The calculation puts the frontier orbital gap at 3.79 eV.

Mulliken atomic charge list, values in e, 5 entries:
1. Y 0.09
2. C -0.96
3. C -0.75
4. C -0.92
5. C 0.86